1.
Entry from the Open Molecules 2025 dataset: a 2-piece molecular cluster, BH3S overall (ωB97M-V/def2-TZVPD).

Properties
orbital gap (alpha / beta)	8.51 / 8.78	eV
spin multiplicity	1
energy relative to the best compared isomer or geometry (same formula, charge and spin)	2.859	eV

Geometry as XYZ:
```
5
Properties=species:S:1:pos:R:3:forces:R:3:lowdin_charge:R:1
B -0.113 -0.395 -0.464 -0.677 0.428 -1.604 -0.6750
S -0.051 -0.491 1.268 1.004 2.878 0.272 0.5776
H 0.219 0.524 -1.188 0.164 -0.240 0.804 -0.0210
H -0.703 -1.211 -1.142 0.358 -0.242 0.736 -0.0242
H 0.648 1.574 1.526 -0.848 -2.824 -0.208 0.1426
```
Forces are in eV/Å.

2.
Entry from the Open Molecules 2025 dataset: C18H30O10Pt as an isolated structure (ωB97M-V/def2-TZVPD).

Properties
orbital gap (alpha / beta)	9.62 / 7.23	eV
spin multiplicity	3

Geometry as XYZ:
```
59
Properties=species:S:1:pos:R:3:forces:R:3:lowdin_spin:R:1
Pt -8.021 -3.109 14.984 -0.909 0.674 1.240 1.2371
C -7.388 -0.814 13.244 -0.635 1.327 0.196 0.0455
O -7.007 -2.051 13.792 0.332 -0.081 -1.099 0.2943
H -7.527 -0.043 14.035 -0.025 -0.463 -0.276 0.0110
H -6.637 -0.394 12.565 0.381 -0.485 0.215 0.0014
H -8.312 -0.799 12.620 0.253 -0.621 0.598 0.0100
C -8.457 -5.363 15.912 0.724 -2.356 -2.326 0.0963
O -8.959 -4.210 16.334 -0.216 2.743 0.339 0.2419
H -9.127 -5.754 15.127 0.391 -0.359 -0.156 0.0025
H -7.409 -5.234 15.463 -0.418 -0.148 -0.024 0.0373
H -8.302 -6.197 16.568 0.007 -0.213 1.263 0.0132
O -14.864 -6.013 12.362 -2.523 0.209 0.638 0.0000
C -13.699 -6.096 12.360 2.605 0.006 -0.667 0.0000
O -13.045 -6.335 11.194 1.202 0.288 -1.117 0.0000
C -11.595 -6.129 11.374 -0.881 -1.800 1.052 0.0000
C -11.431 -6.716 12.813 -0.171 3.487 0.006 0.0002
C -12.667 -5.990 13.474 -0.441 -1.528 0.362 0.0000
H -11.405 -5.056 11.363 0.180 0.029 -0.005 0.0000
H -10.966 -6.640 10.610 -1.114 0.199 0.433 0.0000
H -10.461 -6.376 13.176 -0.081 -0.225 0.426 0.0003
H -11.551 -7.761 12.929 0.008 -1.067 -0.379 0.0000
H -12.578 -4.958 13.781 0.560 0.416 -0.262 0.0000
H -13.131 -6.478 14.352 0.511 -0.057 -0.356 0.0000
O -10.811 -0.080 16.808 0.416 0.540 -0.098 0.0030
C -11.827 -0.704 16.889 1.295 -0.586 -0.044 0.0002
O -12.935 -0.213 17.395 -2.258 -0.837 0.253 0.0001
C -14.023 -1.226 17.252 -0.474 0.553 0.198 0.0001
C -13.366 -2.584 16.832 -0.472 1.076 0.156 0.0001
C -11.976 -2.136 16.481 -0.124 0.204 -1.495 0.0016
H -14.754 -0.793 16.525 0.731 -0.512 0.379 0.0000
H -14.552 -1.313 18.217 0.442 0.240 -0.366 0.0000
H -13.910 -3.033 15.997 0.104 0.010 0.200 0.0000
H -13.339 -3.269 17.667 -0.219 -0.172 0.191 0.0000
H -11.784 -2.171 15.412 -0.175 0.162 -0.367 0.0012
H -11.161 -2.701 16.839 0.814 -0.749 0.929 0.0006
O -10.018 -2.439 10.793 -0.002 -1.044 0.622 0.0013
C -10.526 -1.553 10.184 0.639 1.630 -0.261 0.0001
O -10.496 -1.483 8.853 -0.450 0.241 -1.545 0.0000
C -11.022 -0.189 8.366 0.179 -0.252 0.697 0.0000
C -11.895 0.284 9.528 -0.297 -2.077 -0.320 0.0000
C -11.072 -0.249 10.689 -0.696 0.764 0.955 0.0001
H -11.527 -0.318 7.412 0.046 -0.304 0.137 0.0000
H -10.164 0.473 8.238 0.037 -0.045 -0.093 0.0000
H -12.838 -0.295 9.516 0.273 0.175 -0.139 0.0000
H -12.191 1.297 9.508 0.194 1.231 0.107 0.0000
H -11.630 -0.376 11.607 -0.213 -0.188 0.174 0.0000
H -10.258 0.427 10.965 0.264 -0.157 -0.236 0.0001
O -5.794 -6.319 10.607 0.566 -0.644 0.468 0.0000
C -6.740 -5.820 10.090 0.784 -0.121 0.180 0.0000
O -7.825 -6.515 9.729 1.723 -2.479 0.967 0.0000
C -8.761 -5.755 9.120 -2.333 1.851 -0.062 0.0000
C -8.119 -4.409 8.846 0.229 1.160 -1.288 0.0000
C -6.923 -4.399 9.750 -0.955 0.864 1.392 0.0001
H -9.565 -5.599 9.855 -0.042 0.008 -0.494 0.0000
H -9.155 -6.279 8.261 -0.103 -0.006 -0.306 0.0000
H -8.723 -3.554 9.125 -0.545 -0.146 -0.390 0.0000
H -7.781 -4.279 7.799 -0.365 -0.226 0.392 0.0000
H -7.184 -3.868 10.717 0.528 -0.440 -0.942 0.0002
H -6.049 -3.974 9.314 0.717 0.302 -0.055 0.0000
```
Forces are in eV/Å.

Which max |F| belongs to each record? In order, 3.06; 3.49 eV/A.
Which molecular weight belongs to each record? In order, 45.9; 601.5 g mol⁻¹.